Computed, not measured: a molecular structure, C32H43Cl2N2OP3Ru in a non-equilibrium geometry, with ωB97M-V/def2-TZVPD.

As for the net charge: +2. The expectation value of S² is 6.08. Its HOMO energy (spin up / spin down) is -11.007 / -12.939 eV. As for the spin multiplicity: 5. The value obtained for the LUMO energy (spin up / spin down) is -4.75 / -6.86 eV.

Last column: Löwdin charge in e.
Positions of all 84 atoms, in Å:
P1 -3.095 -4.430 -1.147  1.1642
C1 -4.256 -3.603 -2.123  -0.3470
C2 -4.475 -4.420 -3.255  -0.0994
H1 -3.739 -5.180 -3.509  0.1084
C3 -5.648 -4.246 -3.960  -0.0446
H2 -5.847 -4.892 -4.813  0.1214
C4 -6.561 -3.255 -3.559  -0.0305
H3 -7.486 -3.139 -4.118  0.1212
C5 -6.300 -2.414 -2.472  -0.0485
H4 -7.020 -1.638 -2.178  0.1270
C6 -5.130 -2.555 -1.733  -0.0405
H5 -4.873 -1.927 -0.887  0.1119
C7 -1.629 -4.961 -1.927  -0.3657
C8 -1.079 -4.429 -3.121  -0.0813
H6 -1.490 -3.519 -3.553  0.1032
C9 -0.033 -5.107 -3.730  -0.0574
H7 0.398 -4.718 -4.662  0.1231
C10 0.440 -6.313 -3.182  -0.0498
H8 1.238 -6.860 -3.685  0.1180
C11 -0.112 -6.828 -2.000  -0.0618
H9 0.237 -7.783 -1.588  0.1251
C12 -1.119 -6.151 -1.350  -0.0878
H10 -1.583 -6.537 -0.445  0.1128
C13 -3.341 -4.725 0.540  -0.3381
C14 -4.246 -5.808 0.454  -0.1118
H11 -4.619 -6.105 -0.532  0.1147
C15 -4.609 -6.456 1.612  -0.0383
H12 -5.287 -7.306 1.547  0.1248
C16 -4.100 -6.010 2.844  -0.0267
H13 -4.394 -6.534 3.752  0.1221
C17 -3.243 -4.906 2.922  -0.0463
H14 -2.872 -4.557 3.895  0.1251
C18 -2.844 -4.233 1.770  -0.0541
H15 -2.221 -3.340 1.797  0.1006
Ru1 0.038 -0.153 0.048  0.8589
C19 1.690 -1.254 0.323  -0.2341
C20 1.817 -2.583 0.198  -0.3239
H16 2.461 -0.535 0.662  0.0176
C21 0.546 -3.366 -0.154  -0.3916
O1 0.400 -4.276 0.950  -0.0531
H17 -0.517 -4.612 0.999  0.0693
C22 -0.590 -2.448 -0.383  -0.0740
H18 0.828 -4.020 -1.004  0.1154
C23 -1.256 -1.315 -0.305  -0.5345
Cl1 1.095 1.753 0.695  0.0339
Cl2 -2.051 1.351 -0.416  -0.0418
P2 0.383 0.237 -2.200  0.6957
C24 0.431 2.029 -2.521  -0.2870
H19 1.273 2.457 -1.966  0.0204
H20 -0.504 2.466 -2.151  -0.0043
H21 0.542 2.197 -3.599  0.0606
C25 2.014 -0.359 -2.719  -0.2404
H22 2.060 -1.450 -2.627  0.0348
H23 2.773 0.087 -2.068  0.0517
H24 2.196 -0.066 -3.759  0.0639
C26 -0.778 -0.450 -3.418  -0.2218
H25 -1.807 -0.295 -3.070  0.0442
H26 -0.593 -1.522 -3.550  0.0239
H27 -0.633 0.068 -4.376  0.0658
P3 3.420 -3.438 0.527  0.9024
C27 4.781 -2.259 0.537  -0.1653
C28 3.591 -4.631 -0.812  -0.1610
H28 4.592 -1.493 1.307  0.0728
H29 4.863 -1.781 -0.454  0.0745
H30 5.716 -2.802 0.767  0.0795
H31 2.717 -5.295 -0.828  0.0576
H32 4.505 -5.222 -0.662  0.0759
H33 3.653 -4.090 -1.766  0.0728
C29 3.246 -4.282 2.101  -0.1613
H34 3.172 -3.528 2.896  0.0796
H35 4.111 -4.938 2.276  0.0751
H36 2.308 -4.852 2.060  0.0547
H37 -2.351 -1.362 -0.390  0.0428
C30 -2.092 1.158 4.684  -0.0080
N1 -1.062 1.349 3.673  -0.1642
C31 -0.105 2.446 3.837  -0.0290
C32 -0.950 0.476 2.735  -0.2661
N2 -0.925 -0.446 1.963  0.0647
H38 -2.031 1.989 5.377  0.0914
H39 -1.944 0.207 5.222  0.1037
H40 -3.089 1.133 4.212  0.1090
H41 0.893 2.057 4.093  0.1018
H42 -0.022 3.014 2.896  0.0616
H43 -0.477 3.076 4.639  0.0913

=====

Computed, not measured: 9 unconnected molecules or ions with the total composition C32H43Cl4F21O14 in a non-equilibrium geometry, with ωB97M-V/def2-TZVPD.

Its HOMO energy is -10.352 eV. For the energy relative to the best compared isomer or geometry (same formula, charge and spin), the calculation gives 3.907 eV. The value obtained for the LUMO energy is 0.21 eV.

Last column: Löwdin charge in e.
Positions of all 114 atoms, in Å:
C1 -7.599 -2.744 -3.180  -0.0617
C2 -6.416 -2.178 -3.908  -0.2225
O1 -5.466 -1.662 -2.986  0.0184
C3 -4.470 -0.880 -3.423  -0.3514
O2 -4.227 -0.663 -4.608  0.1455
C4 -3.640 -0.255 -2.330  -0.5962
F1 -3.890 1.068 -2.196  0.1557
F2 -3.947 -0.881 -1.193  0.1482
F3 -2.377 -0.369 -2.544  0.2126
H1 -7.175 -2.969 -2.202  0.0854
H2 -8.110 -3.566 -3.682  0.0823
H3 -8.419 -2.030 -3.104  0.0752
H4 -6.836 -1.401 -4.546  0.1288
H5 -5.911 -2.935 -4.507  0.1336
C5 3.112 2.600 -5.819  -0.0557
C6 2.285 2.024 -4.650  -0.1965
O3 2.847 0.763 -4.179  0.0359
C7 2.442 0.368 -2.951  -0.3205
O4 1.533 0.857 -2.302  0.1296
C8 3.194 -0.943 -2.480  -0.5613
F4 3.370 -1.035 -1.128  0.0945
F5 2.602 -2.012 -3.022  0.1555
F6 4.434 -0.896 -2.849  0.1845
H6 2.646 3.495 -6.232  0.0804
H7 3.379 1.823 -6.535  0.0789
H8 4.058 2.878 -5.352  0.0737
H9 1.283 1.919 -5.065  0.1246
H10 2.304 2.800 -3.886  0.1057
C9 -1.104 -1.240 8.594  -0.0409
C10 -0.568 -0.972 7.149  -0.2196
O5 -0.328 -2.204 6.460  0.0086
C11 0.209 -2.145 5.180  -0.2333
O6 0.432 -1.047 4.579  0.0945
C12 0.566 -3.541 4.572  -0.4991
F7 0.142 -4.620 5.287  0.1499
F8 -0.083 -3.625 3.399  0.1264
F9 1.874 -3.661 4.295  0.1580
H11 -0.299 -1.832 9.030  0.0751
H12 -1.989 -1.850 8.416  0.0782
H13 -1.247 -0.284 9.097  0.0819
H14 0.398 -0.469 7.174  0.1092
H15 -1.238 -0.244 6.692  0.1262
C13 2.433 4.842 -0.629  -0.0522
C14 2.624 3.787 0.507  -0.1820
O7 2.671 4.473 1.788  0.0028
C15 1.420 4.687 2.392  -0.2764
O8 0.281 4.516 1.945  0.1290
C16 1.542 5.299 3.843  -0.5754
F10 1.395 6.564 3.655  0.2167
F11 0.639 4.781 4.735  0.1385
F12 2.733 5.101 4.387  0.1661
H16 2.277 4.437 -1.629  0.0601
H17 3.181 5.631 -0.702  0.0749
H18 1.532 5.411 -0.399  0.0683
H19 3.583 3.306 0.310  0.1194
H20 1.881 2.999 0.388  0.1050
C17 -2.768 -4.267 1.599  -0.0401
C18 -2.584 -3.745 0.125  -0.1522
O9 -3.138 -4.738 -0.816  0.0185
C19 -3.146 -4.684 -2.133  -0.4059
O10 -2.888 -3.739 -2.825  0.1677
C20 -3.494 -6.029 -2.751  -0.6106
F13 -3.003 -6.153 -3.955  0.2034
F14 -3.063 -7.024 -1.978  0.1773
F15 -4.810 -6.031 -2.825  0.1851
H21 -2.488 -3.548 2.369  0.0648
H22 -2.061 -5.095 1.644  0.0539
H23 -3.814 -4.543 1.735  0.0788
H24 -1.541 -3.583 -0.149  0.0474
H25 -3.309 -2.937 0.038  0.1088
C21 5.290 -2.238 3.778  -0.0297
C22 4.294 -1.183 3.232  -0.2624
O11 3.881 -0.401 4.288  -0.0179
C23 3.083 0.773 4.114  -0.2720
O12 2.853 1.244 3.022  0.1543
C24 2.783 1.508 5.434  -0.5404
F16 3.707 2.519 5.573  0.1442
F17 1.588 2.018 5.412  0.2060
F18 2.862 0.612 6.437  0.1544
H26 4.612 -3.083 3.902  0.0576
H27 5.785 -1.903 4.690  0.0852
H28 5.937 -2.624 2.991  0.0771
H29 3.539 -1.639 2.592  0.1181
H30 4.730 -0.474 2.529  0.1179
C25 -1.252 6.580 -6.307  -0.0522
C26 -1.363 6.924 -4.831  -0.2535
O13 -1.674 5.878 -3.987  -0.0052
C27 -0.819 4.798 -3.756  -0.2460
O14 0.349 4.777 -4.183  0.1153
C28 -1.497 3.644 -2.948  -0.4469
F19 -0.703 3.214 -1.937  0.1396
F20 -2.653 4.086 -2.363  0.1382
F21 -1.781 2.543 -3.719  0.1383
H31 -1.471 7.363 -7.034  0.0814
H32 -1.825 5.670 -6.488  0.0858
H33 -0.201 6.339 -6.465  0.0695
H34 -2.143 7.640 -4.572  0.1310
H35 -0.389 7.330 -4.558  0.1227
Cl1 -1.917 0.261 1.515  0.5374
C29 -0.573 0.751 0.383  -0.5838
C30 0.571 -0.239 0.624  -0.6597
Cl2 0.193 -1.841 -0.020  0.6709
H36 -0.370 1.727 0.824  0.0469
H37 -0.791 0.887 -0.677  0.0566
H38 0.754 -0.376 1.690  0.0428
H39 1.500 0.190 0.247  0.0542
Cl3 0.991 -6.001 1.163  0.5655
C31 2.331 -4.865 0.876  -0.6331
C32 2.509 -4.664 -0.662  -0.7156
Cl4 4.065 -4.097 -1.086  0.6411
H40 3.172 -5.307 1.411  0.0627
H41 2.026 -3.974 1.426  0.0290
H42 1.863 -3.922 -1.132  0.0239
H43 2.294 -5.605 -1.167  0.0607

=====

Computed, not measured: a molecular structure, C32H43EuN4O9Si, with ωB97M-V/def2-TZVPD.

As for the net charge: -2. The expectation value of S² is 12.01. Its HOMO energy (spin up / spin down) is -3.529 / -3.540 eV. As for the spin multiplicity: 7. The value obtained for the LUMO energy (spin up / spin down) is 4.19 / 4.19 eV.

Last column: Löwdin charge in e.
Positions of all 90 atoms, in Å:
Eu1 1.510 -0.008 -0.369  2.0810
O1 4.652 -3.278 0.365  0.0035
C1 4.125 -2.165 0.363  -0.6741
O2 3.124 -1.765 -0.310  -0.1561
C2 4.721 -1.081 1.243  -0.1124
N1 3.700 -0.281 1.926  -0.1546
C3 3.041 -1.060 2.971  -0.1655
C4 1.921 -1.974 2.484  -0.1604
N2 0.807 -1.332 1.760  -0.2105
C5 -0.116 -0.580 2.629  -0.1711
C6 0.336 0.806 3.080  -0.1791
N3 0.769 1.674 1.987  -0.1576
C7 1.639 2.749 2.466  -0.1667
C8 2.540 3.336 1.382  -0.1682
N4 3.313 2.336 0.658  -0.1617
C9 4.537 1.964 1.365  -0.1679
C10 4.333 0.920 2.452  -0.1880
C11 3.649 2.795 -0.700  -0.1238
C12 4.097 1.607 -1.560  -0.6634
O3 5.275 1.555 -1.920  -0.0072
O4 3.166 0.757 -1.813  -0.1920
C13 -0.393 2.274 1.309  -0.1338
C14 -0.025 2.904 -0.037  -0.6870
O5 -0.381 4.065 -0.257  -0.0072
O6 0.639 2.142 -0.820  -0.1929
C15 0.042 -2.431 1.094  -0.1082
C16 0.488 -2.878 -0.324  -0.6665
O7 0.510 -4.086 -0.520  0.0263
O8 0.660 -1.932 -1.184  -0.2218
H1 5.417 -1.522 1.968  0.1185
H2 5.281 -0.435 0.564  0.1233
H3 3.767 -1.704 3.492  0.1263
H4 2.655 -0.369 3.715  0.0878
H5 2.331 -2.738 1.830  0.1153
H6 1.519 -2.496 3.364  0.1220
H7 -1.036 -0.462 2.060  0.0914
H8 -0.344 -1.171 3.529  0.1239
H9 -0.515 1.254 3.617  0.1237
H10 1.143 0.736 3.804  0.0870
H11 1.033 3.573 2.872  0.1249
H12 2.236 2.373 3.291  0.0859
H13 1.931 3.886 0.672  0.1010
H14 3.207 4.073 1.860  0.1205
H15 5.248 1.586 0.632  0.1048
H16 5.001 2.854 1.821  0.1193
H17 5.317 0.687 2.891  0.1216
H18 3.727 1.320 3.260  0.0863
H19 2.745 3.207 -1.146  0.1107
H20 4.442 3.553 -0.685  0.1193
H21 -1.094 1.479 1.063  0.0658
H22 -0.865 3.030 1.949  0.1228
H23 0.015 -3.320 1.728  0.1212
H24 -0.975 -2.084 0.928  0.0935
C17 -3.548 2.187 -1.083  -0.0846
C18 -3.875 0.751 -0.648  -0.5842
C19 -5.208 0.354 -1.300  -0.1039
C20 -4.034 0.735 0.882  -0.0956
Si1 -2.382 -0.365 -1.141  0.4568
O9 -1.114 -0.058 -0.239  -0.3989
C21 -2.943 -2.193 -1.067  -0.1867
C22 -2.154 -3.134 -1.747  -0.0921
C23 -2.421 -4.496 -1.681  -0.0850
C24 -3.501 -4.960 -0.941  -0.1141
C25 -4.297 -4.054 -0.250  -0.1156
C26 -4.010 -2.694 -0.309  -0.1143
C27 -2.078 -0.047 -2.993  -0.1962
C28 -3.040 -0.266 -3.984  -0.1050
C29 -2.797 0.046 -5.317  -0.1128
C30 -1.571 0.585 -5.693  -0.1179
C31 -0.589 0.788 -4.734  -0.0803
C32 -0.846 0.471 -3.406  -0.0695
H25 -4.327 2.879 -0.727  0.0788
H26 -3.496 2.270 -2.174  0.0782
H27 -2.593 2.537 -0.691  0.0640
H28 -6.023 0.975 -0.894  0.0738
H29 -5.471 -0.694 -1.130  0.0546
H30 -5.183 0.521 -2.381  0.0597
H31 -4.832 1.430 1.184  0.0742
H32 -3.111 1.047 1.378  0.0578
H33 -4.293 -0.255 1.270  0.0610
H34 -1.283 -2.797 -2.303  0.1021
H35 -1.762 -5.196 -2.181  0.1021
H36 -3.706 -6.023 -0.879  0.0856
H37 -5.134 -4.407 0.344  0.0848
H38 -4.641 -2.015 0.252  0.0680
H39 -3.994 -0.713 -3.716  0.0916
H40 -3.561 -0.139 -6.064  0.0853
H41 -1.378 0.829 -6.731  0.0854
H42 0.383 1.176 -5.018  0.1021
H43 -0.056 0.585 -2.683  0.0607